# 1
ORCA calculation (ωB97M-V with the def2-TZVPD basis set) on a molecular structure, C20H21F9N5ORu.

Structure (XYZ):
```
57
Properties=species:S:1:pos:R:3:forces:R:3
Ru -0.079 0.665 0.301 0.7 -0.3 -1.2
N -0.021 0.545 2.430 0.2 -0.4 -1.4
C 1.334 0.267 2.808 0.1 -0.3 1.1
C 1.723 -0.217 4.032 -0.3 0.6 0.2
C 3.092 -0.269 4.363 0.2 0.0 -0.1
C 4.050 0.093 3.448 -0.1 -0.1 0.2
C 3.667 0.436 2.129 0.3 -0.1 0.0
C 4.562 0.597 1.056 -0.1 0.0 -0.3
C 4.082 0.718 -0.245 0.2 -0.1 0.3
C 2.719 0.686 -0.469 0.0 0.2 0.3
N 1.848 0.585 0.554 -0.1 0.5 -0.8
C 2.300 0.496 1.841 -0.2 -0.4 -0.5
H -0.190 1.544 2.267 0.0 0.4 1.5
H -0.731 0.172 3.054 0.0 -0.3 -0.1
H 0.975 -0.465 4.778 0.1 0.0 0.0
H 3.386 -0.580 5.357 0.0 0.0 0.0
H 5.102 0.057 3.704 0.0 0.0 0.0
H 5.630 0.583 1.243 0.0 0.0 0.0
H 4.756 0.809 -1.085 0.0 0.0 0.0
H 2.316 0.740 -1.471 -0.1 0.0 0.0
C -1.593 -2.390 -4.058 0.1 0.0 0.1
C -1.561 -0.899 -3.823 -0.1 0.0 0.0
N -1.021 -0.650 -2.465 0.0 -0.1 -0.1
C -1.039 -1.524 -1.468 0.1 0.1 0.1
N -0.403 -1.140 -0.243 -0.8 0.4 1.1
C -0.512 -2.101 0.900 0.2 -0.3 -0.4
C -0.555 -3.541 0.443 0.2 0.1 -0.2
C -1.691 -3.703 -0.529 -0.1 -0.2 0.0
N -1.608 -2.697 -1.608 -0.1 -0.4 0.2
C -2.281 -3.053 -2.885 -0.1 0.0 -0.1
H -0.580 -2.780 -4.163 0.0 0.0 -0.1
H -2.134 -2.614 -4.975 0.0 0.0 0.0
H -2.558 -0.466 -3.898 -0.1 0.0 0.1
H -0.926 -0.389 -4.542 0.1 0.0 0.1
H -0.652 0.264 -2.288 0.1 0.1 -0.1
H -1.424 -1.874 1.455 -0.1 0.1 0.0
H 0.344 -1.930 1.544 0.1 0.1 0.0
H -0.705 -4.195 1.301 0.0 0.0 0.0
H 0.392 -3.815 -0.028 0.0 0.0 0.0
H -2.660 -3.613 -0.034 -0.1 0.1 0.0
H -1.663 -4.686 -0.991 0.0 0.0 -0.1
H -3.329 -2.755 -2.823 0.0 0.0 0.1
H -2.258 -4.135 -2.979 0.1 -0.1 0.1
F -2.048 4.483 1.941 0.0 0.0 0.0
C -1.454 4.628 0.769 0.3 0.1 0.1
F -2.207 5.349 -0.046 0.0 0.0 0.0
F -0.279 5.209 0.953 -0.1 0.0 -0.1
C -1.218 3.223 0.120 0.2 0.0 -0.4
O -0.355 2.471 0.912 -0.8 0.0 0.0
C -0.500 3.347 -1.255 0.1 0.3 0.2
F -1.153 3.903 -2.221 -0.1 -0.2 -0.1
F -0.249 1.961 -1.644 0.1 0.1 -0.1
F 0.689 3.867 -1.131 0.1 -0.1 0.0
C -2.572 2.463 -0.042 0.1 0.0 0.0
F -3.340 2.510 1.003 0.0 -0.1 0.1
F -2.188 1.072 -0.168 -0.3 0.0 0.1
F -3.230 2.738 -1.128 0.0 0.0 0.0
```
Forces are in eV/Å.

Summary:
charge = +3
molar mass = 619.474 g mol⁻¹
HOMO-LUMO gap (spin up / spin down) = 5.561 / 5.526 eV
max |F| = 1.56 eV/A
LUMO level (spin up / spin down) = -0.4659 / -0.4670 Eh
relative energy (zero: lowest compared OMol25 entry of this formula, charge and spin) = 59.2 kJ/mol
HOMO energy (spin up / spin down) = -18.240 / -18.233 eV


# 2
ORCA calculation (ωB97M-V with the def2-TZVPD basis set) on C20H21FN2O5S in the gas phase.

Structure (XYZ):
```
50
Properties=species:S:1:pos:R:3:forces:R:3
N -5.145 -0.651 2.054 0.4 -0.2 -0.6
S -4.294 -1.173 0.690 -0.6 0.3 0.9
O -3.331 -2.135 1.138 0.2 0.2 0.1
O -5.253 -1.525 -0.313 0.0 0.3 -0.1
C -3.467 0.344 0.258 -0.1 -0.4 0.0
C -2.265 0.606 0.873 0.1 0.1 0.0
C -1.567 1.769 0.549 -0.4 0.0 -0.2
C -2.110 2.657 -0.376 0.1 0.1 0.0
C -3.325 2.371 -0.977 -0.1 -0.2 0.1
C -4.014 1.208 -0.668 -0.2 0.0 -0.2
H -4.947 0.948 -1.140 -0.1 0.0 -0.1
H -3.732 3.063 -1.699 0.0 0.1 -0.1
H -1.569 3.553 -0.630 0.0 0.0 0.0
N -0.321 1.946 1.153 -0.2 -0.4 0.4
C 0.660 2.823 0.820 0.5 -0.2 0.3
O 0.535 3.794 0.113 0.0 0.3 -0.2
C 2.016 2.402 1.415 -0.2 0.3 0.2
H 1.930 2.172 2.482 0.1 0.0 -0.1
H 2.754 3.186 1.242 -0.2 -0.1 0.0
O 2.479 1.258 0.696 0.3 0.1 -0.1
C 2.004 0.060 1.042 0.0 -0.3 0.3
O 1.333 -0.131 2.029 0.1 0.0 0.2
C 2.280 -0.988 -0.028 -0.1 0.1 0.0
C 1.159 -0.644 -0.997 -0.1 0.0 -0.4
C 1.351 0.334 -1.969 0.0 0.0 0.0
C 0.321 0.711 -2.812 0.0 0.0 0.0
C -0.924 0.119 -2.708 -0.1 -0.2 0.1
C -1.107 -0.847 -1.736 0.1 0.1 -0.1
C -0.099 -1.224 -0.868 -0.1 0.0 -0.1
H -0.322 -1.955 -0.107 0.0 -0.1 0.1
F -2.314 -1.438 -1.630 0.2 0.0 -0.1
H -1.742 0.393 -3.354 -0.1 0.0 -0.1
H 0.491 1.475 -3.554 0.0 0.1 -0.1
H 2.311 0.814 -2.064 0.1 0.1 0.0
C 2.219 -2.410 0.562 -0.1 0.0 0.1
C 3.671 -2.910 0.641 0.1 0.0 0.1
H 3.853 -3.652 -0.137 0.0 0.0 0.0
C 4.534 -1.676 0.383 0.0 -0.1 -0.2
H 4.667 -1.108 1.306 0.1 0.0 0.1
H 5.516 -1.928 -0.012 0.1 0.1 0.1
C 3.699 -0.864 -0.601 0.1 0.1 0.2
H 3.726 -1.324 -1.590 0.0 0.0 -0.1
H 4.033 0.168 -0.677 0.0 0.0 -0.1
H 3.892 -3.370 1.602 0.0 -0.1 0.0
H 1.751 -2.378 1.545 -0.1 -0.1 -0.1
H 1.627 -3.063 -0.076 -0.1 0.0 0.0
H -0.065 1.192 1.786 0.2 0.3 -0.2
H -1.867 -0.114 1.571 0.2 -0.1 0.1
H -4.894 -1.182 2.873 0.2 -0.2 0.1
H -6.140 -0.673 1.899 -0.2 0.0 -0.2
```
Forces are in eV/Å.

Summary:
molar mass = 420.462 g mol⁻¹
HOMO-LUMO gap = 9.412 eV
max |F| = 1.10 eV/A
SMILES = NS(=O)(=O)c1cccc(NC(=O)COC(=O)C2(c3cccc(F)c3)CCCC2)c1
LUMO level = 0.0222 Eh
relative energy (zero: lowest compared OMol25 entry of this formula, charge and spin) = 0.0 kJ/mol
HOMO energy = -8.809 eV


# 3
ORCA calculation (ωB97M-V with the def2-TZVPD basis set) on a molecular structure, C20H21IN3NbO7PS.

Structure (XYZ):
```
55
Properties=species:S:1:pos:R:3:forces:R:3
C -3.496 6.886 5.146 2.0 -4.5 -2.6
C -3.277 5.854 4.340 -0.8 5.1 3.8
Nb -2.492 4.199 2.932 1.3 0.8 0.6
C -1.773 2.575 1.517 -0.2 -0.6 -1.1
S -0.179 1.757 1.958 0.5 -2.4 3.2
O 0.507 2.288 3.191 -1.6 -0.4 -3.2
O -0.436 0.271 2.096 0.4 2.9 -1.1
C -1.022 5.690 1.996 1.7 3.6 -1.9
C -1.429 7.180 1.776 1.9 0.9 -1.1
C -0.539 8.298 1.103 1.9 -5.4 0.7
C 0.893 7.725 0.698 -3.7 -1.4 1.9
C 1.131 6.221 1.007 -0.4 1.4 -0.2
N 0.278 5.232 1.584 -0.9 4.5 -1.0
P -4.281 4.802 1.150 -0.9 0.9 0.5
O -4.750 6.459 1.278 0.9 -0.6 -0.8
I -6.342 3.467 1.569 0.2 0.5 -0.3
H -3.326 7.632 6.011 -0.7 -1.6 -2.0
H -3.756 3.077 3.657 0.2 0.1 -0.2
H -1.372 3.738 4.270 -1.0 -0.1 0.4
H -2.606 1.767 1.450 1.7 1.0 0.2
H -1.679 3.030 0.467 0.2 -0.6 1.4
H 0.719 1.938 0.890 -1.0 0.2 0.7
H -2.483 7.493 2.138 2.0 -0.6 -0.5
H -0.866 9.376 0.925 0.5 -1.8 0.3
H 1.688 8.418 0.223 -1.4 -1.6 0.9
H 2.187 5.837 0.714 -2.0 0.6 0.6
H -4.197 6.979 0.634 -0.9 -0.9 0.8
C 3.231 -3.321 -1.251 0.0 0.0 0.0
C 3.752 -2.240 -0.544 -0.3 0.0 -0.2
C 3.177 -0.979 -0.676 0.0 0.1 0.0
C 2.077 -0.814 -1.517 0.4 -0.8 0.1
C 1.556 -1.891 -2.232 -0.1 0.0 0.0
C 2.139 -3.147 -2.096 0.1 0.2 0.2
N 1.453 0.505 -1.640 -0.4 0.6 -0.1
O 1.949 1.433 -1.010 -0.3 -0.5 -0.4
O 0.469 0.607 -2.360 0.6 -0.1 0.4
H 3.679 -4.305 -1.141 -0.1 0.1 0.0
H 4.604 -2.381 0.112 -0.1 0.1 -0.1
H 3.593 -0.146 -0.120 -0.2 0.0 -0.1
H 0.703 -1.771 -2.892 0.1 0.2 0.2
H 1.740 -3.994 -2.646 0.0 0.1 0.1
C -0.943 -9.173 -3.053 0.0 0.0 0.0
C -0.473 -9.356 -1.756 0.1 0.2 -0.2
C 0.678 -8.700 -1.332 0.0 0.0 0.1
C 1.350 -7.857 -2.217 -0.7 -0.4 -0.3
C 0.889 -7.676 -3.521 0.0 0.1 -0.1
C -0.262 -8.339 -3.936 0.1 -0.1 0.3
N 2.549 -7.145 -1.769 0.6 0.3 0.3
O 2.935 -7.343 -0.624 -0.2 0.1 -0.8
O 3.094 -6.387 -2.563 -0.3 -0.4 0.4
H -1.846 -9.682 -3.379 0.1 0.1 0.0
H -1.007 -10.009 -1.073 0.1 0.1 -0.1
H 1.034 -8.851 -0.318 0.1 0.2 -0.2
H 1.408 -7.026 -4.217 0.1 -0.1 0.3
H -0.632 -8.202 -4.947 0.1 0.0 0.1
```
Forces are in eV/Å.

Summary:
charge = -1
molar mass = 698.253 g mol⁻¹
HOMO-LUMO gap = 4.800 eV
max |F| = 6.44 eV/A
LUMO level = 0.0087 Eh
relative energy (zero: lowest compared OMol25 entry of this formula, charge and spin) = 440.9 kJ/mol
HOMO energy = -4.563 eV


# 4
ORCA calculation (ωB97M-V with the def2-TZVPD basis set) on C20H21N3O2 in the gas phase.

Structure (XYZ):
```
46
Properties=species:S:1:pos:R:3:forces:R:3
C 3.622 2.270 -0.635 -0.1 0.1 0.2
C 2.689 2.788 0.452 0.1 -0.1 -0.1
H 1.950 3.464 0.023 0.0 0.0 0.1
H 3.266 3.343 1.194 0.0 0.0 0.0
C 1.948 1.652 1.175 0.1 0.3 0.0
C 1.079 0.903 0.231 -0.4 0.2 0.1
N 1.426 -0.251 -0.389 -0.4 0.6 0.3
N 0.511 -0.631 -1.293 -0.3 -0.6 -0.6
C -0.453 0.255 -1.236 0.4 0.2 0.2
C -0.161 1.259 -0.287 0.5 -0.3 0.0
C -0.931 2.473 0.012 0.0 0.1 -0.1
O -0.415 3.553 0.241 0.1 0.1 0.1
N -2.292 2.369 -0.045 -0.2 0.6 -0.1
C -3.105 1.229 -0.047 -0.2 -0.5 0.1
C -4.302 1.248 -0.760 0.2 -0.1 0.1
C -5.128 0.146 -0.771 -0.1 -0.3 0.1
C -4.781 -1.009 -0.068 0.0 0.2 -0.1
C -3.600 -1.021 0.666 -0.2 -0.3 -0.1
C -2.778 0.093 0.683 -0.1 0.3 0.0
H -1.877 0.075 1.275 0.0 0.0 0.0
H -3.309 -1.887 1.239 0.0 -0.1 0.0
O -5.660 -2.045 -0.155 0.0 0.3 -0.1
C -5.359 -3.240 0.524 0.0 -0.2 0.1
H -6.178 -3.921 0.298 0.1 0.0 0.0
H -5.306 -3.086 1.607 0.0 0.0 0.0
H -4.418 -3.676 0.172 0.0 0.0 0.0
H -6.054 0.151 -1.324 -0.1 0.0 -0.1
H -4.579 2.134 -1.312 0.0 0.1 -0.1
H -2.772 3.261 -0.039 0.2 -0.1 0.1
H -1.308 0.169 -1.877 -0.2 -0.1 -0.1
C 2.577 -1.041 -0.209 0.6 -0.5 0.0
C 3.307 -1.424 -1.328 -0.1 0.1 0.1
C 4.438 -2.204 -1.176 0.0 0.0 0.0
C 4.843 -2.603 0.087 0.1 0.0 0.0
C 4.100 -2.242 1.198 0.1 0.0 0.0
C 2.961 -1.469 1.056 -0.1 0.1 -0.1
H 2.362 -1.218 1.918 -0.1 0.0 0.0
H 4.401 -2.571 2.182 0.0 0.0 0.1
H 5.731 -3.206 0.205 0.1 -0.1 0.0
H 5.007 -2.497 -2.045 0.0 0.0 -0.1
H 2.973 -1.109 -2.304 0.0 0.0 -0.1
H 2.678 0.989 1.640 -0.1 0.0 0.1
H 1.321 2.094 1.952 0.0 -0.1 0.0
H 4.334 1.554 -0.227 0.1 -0.1 0.0
H 3.061 1.781 -1.428 0.0 -0.1 -0.1
H 4.179 3.094 -1.075 0.1 0.0 -0.1
```
Forces are in eV/Å.

Summary:
molar mass = 335.407 g mol⁻¹
HOMO-LUMO gap = 8.783 eV
max |F| = 0.96 eV/A
SMILES = CCCc1c(C(=O)Nc2ccc(OC)cc2)cnn1-c1ccccc1
LUMO level = 0.0271 Eh
relative energy (zero: lowest compared OMol25 entry of this formula, charge and spin) = 191.1 kJ/mol
HOMO energy = -8.045 eV


# 5
ORCA calculation (ωB97M-V with the def2-TZVPD basis set) on C20H21N3O2S in the gas phase.

Structure (XYZ):
```
47
Properties=species:S:1:pos:R:3:forces:R:3
O 3.920 0.519 -0.749 -0.8 1.3 2.9
S -3.864 1.678 -0.631 0.2 -1.3 0.5
N -3.463 -1.840 0.971 -0.2 -1.8 -0.6
O 5.191 -0.900 -1.763 1.9 -3.3 3.4
C 4.326 0.040 -1.749 -2.0 1.3 -1.7
C -3.452 0.226 0.183 -1.1 2.0 -1.9
C -2.498 -1.198 1.514 0.1 -0.1 0.7
C 4.348 0.893 -5.486 -3.4 -0.9 3.2
C 2.942 1.106 -5.636 2.3 -0.4 1.2
C 4.665 0.450 -4.191 0.5 -0.5 1.3
C 0.447 1.992 -2.037 1.8 -2.6 0.8
C 1.207 -0.172 -1.314 -0.7 0.3 0.7
C 2.043 1.019 -4.595 -0.9 0.6 0.5
C -0.371 2.093 -0.945 1.1 -3.2 0.9
C 0.367 -0.117 -0.160 0.4 0.2 -1.8
C 3.764 0.389 -3.040 -1.1 1.8 -3.9
C 1.330 0.883 -2.223 -1.4 -0.4 2.0
C 2.368 0.809 -3.241 2.7 -0.9 -1.5
C -0.438 1.025 0.020 1.4 -0.1 -1.7
N -4.077 -0.999 0.103 1.0 2.5 0.0
N -2.432 0.111 1.054 -0.7 -0.8 0.0
C -1.336 1.067 1.180 -0.9 0.5 1.0
C -2.590 -0.612 6.007 1.4 2.2 -1.7
C -1.606 -1.860 2.523 0.9 0.9 -1.3
C -2.707 -0.653 4.455 -3.0 -2.8 1.1
C -2.198 -2.025 3.903 -1.8 -0.2 -0.4
H 5.141 -1.144 -0.728 0.9 0.5 -3.0
H 5.024 0.878 -6.282 0.9 0.2 -1.0
H 2.589 1.339 -6.577 -0.9 0.4 -1.9
H 5.700 0.091 -3.971 -0.9 0.5 -0.3
H 0.637 2.744 -2.700 -0.2 2.3 -1.5
H 1.773 -1.064 -1.522 0.2 -0.2 0.2
H 0.977 1.180 -4.829 0.6 0.0 0.1
H -0.886 2.963 -0.787 -1.5 1.9 0.4
H 0.372 -1.031 0.472 -0.3 1.0 -0.2
H -4.497 -1.230 -0.802 -0.1 -0.4 1.0
H -1.724 2.096 1.343 0.0 -0.8 0.1
H -0.835 0.693 2.060 0.4 0.5 0.4
H -1.528 -0.327 6.114 -0.4 -0.3 0.9
H -2.840 -1.489 6.514 0.0 -1.8 0.4
H -3.221 0.132 6.487 0.1 0.5 -0.3
H -0.680 -1.212 2.524 -0.6 -1.1 0.3
H -1.399 -2.834 2.058 0.4 0.2 0.4
H -3.837 -0.624 4.243 1.7 0.4 -0.3
H -2.151 0.082 3.940 0.3 1.4 -0.1
H -1.389 -2.412 4.528 -0.4 -0.3 0.2
H -3.109 -2.755 3.764 1.9 1.1 0.8
```
Forces are in eV/Å.

Summary:
molar mass = 367.474 g mol⁻¹
HOMO-LUMO gap = 7.941 eV
max |F| = 5.13 eV/A
SMILES = CCCCc1n[nH]c(=S)n1Cc1ccc(-c2ccccc2C(=O)O)cc1
LUMO level = 0.0036 Eh
relative energy (zero: lowest compared OMol25 entry of this formula, charge and spin) = 369.7 kJ/mol
HOMO energy = -7.843 eV